No. 1
{
  "formula": "C51H88As3Ge2N2O6P2RbS2",
  "method": "ωB97M-V with the def2-TZVPD basis set",
  "de_lowest_kcal_mol": 39.5,
  "total_charge": -2,
  "mol_weight_g_mol": 1406.809,
  "homo_lumo_gap_ev": 6.434,
  "e_lumo_ev": 3.5,
  "homo_ev": -2.976,
  "elements": ["Rb", "C", "As", "C", "C", "C", "C", "C", "As", "C", "C", "C", "As", "C", "C", "H", "H", "H", "H", "H", "H", "H", "H", "H", "H", "H", "H", "H", "H", "H", "H", "H", "H", "H", "H", "H", "H", "H", "H", "H", "H", "H", "C", "C", "N", "O", "C", "C", "N", "O", "H", "H", "H", "H", "H", "H", "H", "C", "C", "Ge", "C", "C", "C", "C", "Ge", "C", "C", "C", "C", "C", "C", "C", "C", "C", "C", "H", "H", "H", "H", "H", "H", "H", "H", "H", "H", "H", "H", "H", "H", "H", "H", "H", "H", "H", "H", "H", "H", "H", "H", "H", "H", "S", "P", "S", "C", "C", "C", "C", "C", "C", "C", "C", "C", "C", "C", "C", "H", "H", "H", "H", "H", "H", "H", "H", "H", "H", "C", "C", "C", "C", "O", "P", "O", "O", "O", "C", "C", "C", "C", "H", "H", "H", "H", "H", "H", "H", "H", "H", "H", "H", "H", "H", "H", "H", "H", "H", "H"],
  "positions_angstrom": [[-1.14, 1.49, -0.79], [-3.57, 2.35, 3.95], [-2.78, 2.33, 2.11], [-4.43, 3.06, 1.32], [-1.92, 4.14, 2.00], [-0.69, 4.57, 2.80], [-0.48, 6.07, 2.53], [0.59, 3.85, 2.37], [0.64, 1.90, 1.97], [2.60, 1.79, 2.15], [0.32, 1.15, 3.77], [-0.97, 4.39, 4.29], [0.03, 5.49, 5.60], [1.57, 4.33, 6.04], [-1.08, 4.88, 7.13], [-4.05, 3.29, 4.21], [-2.83, 2.10, 4.71], [-4.31, 1.55, 3.95], [-4.74, 3.98, 1.83], [-5.24, 2.34, 1.37], [-4.24, 3.28, 0.27], [-2.71, 4.88, 2.20], [-1.67, 4.21, 0.93], [-0.42, 6.27, 1.46], [0.44, 6.42, 3.00], [-1.31, 6.66, 2.94], [1.38, 4.07, 3.10], [0.92, 4.28, 1.41], [2.91, 2.05, 3.17], [3.08, 2.46, 1.44], [2.92, 0.77, 1.94], [0.71, 1.79, 4.57], [0.84, 0.20, 3.82], [-0.74, 0.96, 3.92], [-0.86, 3.34, 4.56], [-2.02, 4.67, 4.47], [2.32, 4.36, 5.26], [1.25, 3.30, 6.18], [2.03, 4.68, 6.97], [-2.07, 5.32, 7.09], [-0.62, 5.17, 8.09], [-1.18, 3.79, 7.11], [-6.20, -1.55, 1.04], [-5.09, -0.51, 1.06], [-4.34, -0.25, 2.06], [-4.46, -1.02, 3.21], [-4.89, 0.27, -0.14], [-6.10, 0.63, -0.98], [-3.68, 0.66, -0.42], [-3.49, 1.41, -1.47], [-5.88, -2.49, 1.48], [-6.51, -1.75, 0.02], [-7.06, -1.18, 1.61], [-4.80, -1.90, 2.99], [-6.99, 0.77, -0.36], [-6.32, -0.12, -1.74], [-5.86, 1.57, -1.49], [-2.49, -3.86, -0.06], [-3.33, -3.10, -1.07], [-2.27, -2.35, -2.64], [-3.57, -1.17, -3.65], [-2.87, -0.28, -4.66], [-1.77, -3.88, -3.84], [-0.43, -3.91, -3.96], [0.24, -2.36, -2.81], [1.37, -1.00, -3.78], [1.06, -0.86, -5.26], [1.23, -2.92, -1.15], [2.55, -3.62, -1.39], [0.36, -4.83, -4.75], [-0.19, -5.97, -5.35], [0.59, -6.81, -6.13], [1.94, -6.54, -6.32], [2.49, -5.41, -5.73], [1.71, -4.58, -4.95], [-3.11, -4.24, 0.75], [-1.73, -3.20, 0.37], [-1.99, -4.70, -0.53], [-3.81, -2.25, -0.60], [-4.11, -3.75, -1.48], [-4.08, -0.55, -2.92], [-4.31, -1.81, -4.14], [-2.14, 0.35, -4.14], [-3.58, 0.37, -5.17], [-2.35, -0.88, -5.41], [-2.42, -4.58, -4.36], [2.42, -1.26, -3.63], [1.20, -0.05, -3.28], [1.32, -1.78, -5.80], [1.61, -0.03, -5.69], [0.00, -0.67, -5.39], [0.58, -3.56, -0.55], [1.38, -2.00, -0.57], [2.39, -4.57, -1.90], [3.03, -3.82, -0.43], [3.23, -3.01, -1.98], [-1.23, -6.20, -5.20], [0.15, -7.69, -6.58], [2.54, -7.19, -6.93], [3.54, -5.20, -5.88], [2.15, -3.71, -4.49], [3.72, -1.89, 4.53], [2.31, -2.86, 3.54], [1.17, -1.97, 2.21], [1.29, -3.77, 4.78], [-0.08, -3.58, 4.87], [-0.80, -4.28, 5.82], [-0.16, -5.16, 6.68], [1.22, -5.33, 6.60], [1.94, -4.63, 5.65], [3.02, -4.31, 2.65], [4.36, -4.35, 2.32], [4.85, -5.37, 1.53], [4.00, -6.36, 1.07], [2.65, -6.32, 1.39], [2.16, -5.29, 2.17], [-0.56, -2.89, 4.20], [-1.87, -4.15, 5.88], [-0.73, -5.72, 7.42], [1.72, -6.01, 7.27], [3.02, -4.73, 5.58], [5.01, -3.57, 2.69], [5.90, -5.40, 1.27], [4.38, -7.16, 0.45], [1.98, -7.08, 1.02], [1.11, -5.23, 2.40], [3.89, 1.12, -1.32], [3.87, 2.33, -2.25], [4.95, 2.17, -3.33], [4.12, 3.62, -1.47], [2.64, 2.36, -2.94], [1.22, 2.90, -2.32], [0.18, 2.23, -3.14], [1.18, 2.80, -0.84], [1.29, 4.52, -2.63], [0.97, 5.11, -3.88], [-0.54, 4.99, -4.14], [1.73, 4.43, -5.02], [1.38, 6.59, -3.76], [4.83, 1.08, -0.76], [3.78, 0.20, -1.88], [3.06, 1.19, -0.63], [5.93, 2.06, -2.88], [4.97, 3.05, -3.98], [4.74, 1.30, -3.95], [5.05, 3.55, -0.92], [3.29, 3.76, -0.78], [4.15, 4.47, -2.15], [-0.79, 3.94, -4.11], [-0.81, 5.41, -5.11], [-1.10, 5.50, -3.36], [1.48, 3.38, -5.02], [2.81, 4.53, -4.87], [1.47, 4.88, -5.97], [0.84, 7.07, -2.95], [1.17, 7.11, -4.69], [2.45, 6.65, -3.55]]
}

No. 2
{
  "formula": "C6H10FN3O4",
  "method": "ωB97M-V with the def2-TZVPD basis set",
  "total_charge": 0,
  "mol_weight_g_mol": 207.161,
  "homo_lumo_gap_ev": 10.221,
  "e_lumo_ev": 0.3,
  "homo_ev": -9.884,
  "elements": ["N", "C", "C", "O", "O", "N", "C", "C", "F", "C", "C", "N", "O", "O", "H", "H", "H", "H", "H", "H", "H", "H", "H", "H"],
  "positions_angstrom": [[1.64, -1.28, -1.13], [0.51, -0.68, -0.45], [-0.03, -1.82, 0.51], [0.37, -1.81, 1.63], [-0.69, -2.75, -0.12], [-0.62, -0.45, -1.42], [-1.75, 0.13, -0.76], [-1.45, 1.54, -0.10], [-2.53, 2.24, 0.48], [-0.41, 1.30, 1.01], [0.82, 0.66, 0.33], [1.98, 0.51, 1.39], [3.00, 0.13, 0.93], [1.77, 0.83, 2.51], [2.01, -0.79, -1.93], [2.44, -1.64, -0.52], [-0.98, -2.33, -0.94], [-0.49, 0.05, -2.24], [-2.04, -0.53, 0.15], [-2.62, 0.22, -1.61], [-1.17, 2.29, -0.77], [-0.89, 0.59, 1.74], [-0.21, 2.21, 1.64], [1.35, 1.40, -0.35]]
}

No. 3
{
  "formula": "C24H19NO3S",
  "method": "ωB97M-V with the def2-TZVPD basis set",
  "de_lowest_kcal_mol": 0.0,
  "total_charge": 0,
  "mol_weight_g_mol": 401.487,
  "homo_lumo_gap_ev": 8.660,
  "e_lumo_ev": 0.2,
  "homo_ev": -8.445,
  "elements": ["O", "O", "O", "C", "C", "C", "C", "C", "C", "C", "C", "C", "C", "C", "C", "C", "C", "C", "C", "C", "C", "C", "C", "C", "C", "C", "N", "S", "C", "H", "H", "H", "H", "H", "H", "H", "H", "H", "H", "H", "H", "H", "H", "H", "H", "H", "H", "H"],
  "positions_angstrom": [[-2.73, -0.63, 0.66], [-1.62, -4.37, -1.48], [0.81, -3.61, -0.75], [-1.59, -0.94, 0.37], [0.21, -2.51, -0.20], [0.73, -0.46, 0.97], [-1.12, -2.14, -0.31], [1.11, -1.72, 0.72], [3.92, 1.72, 2.95], [-2.03, 3.99, 1.70], [-1.56, -0.33, -4.90], [3.24, 0.63, 3.64], [3.53, 2.01, 1.64], [-2.29, 3.33, 0.58], [-1.14, 3.31, 2.57], [-0.77, -1.47, -4.77], [-2.62, -0.05, -4.08], [2.20, 0.06, 3.02], [2.45, 1.37, 1.11], [-1.78, 2.08, 0.15], [-0.67, 2.02, 2.20], [-1.09, -2.35, -3.79], [-2.90, -0.88, -3.04], [1.81, 0.37, 1.70], [-0.92, 1.37, 0.98], [-2.16, -2.10, -2.82], [-0.56, 0.04, 0.63], [-2.34, -3.06, -1.25], [2.58, -2.17, 1.06], [0.21, -4.19, -1.29], [4.83, 2.06, 3.35], [-2.35, 4.94, 1.96], [-1.30, 0.25, -5.87], [3.52, 0.28, 4.61], [4.05, 2.78, 1.01], [-3.09, 3.82, -0.05], [-1.07, 3.77, 3.61], [0.02, -1.55, -5.45], [-3.28, 0.71, -4.44], [1.54, -0.79, 3.48], [1.99, 1.66, 0.23], [-2.23, 1.83, -0.76], [-0.11, 1.60, 3.01], [-0.45, -3.22, -3.73], [-3.69, -0.66, -2.31], [3.24, -1.35, 1.25], [3.02, -2.69, 0.19], [2.47, -2.75, 1.94]]
}

No. 4
{
  "formula": "C2H12O3S",
  "method": "ωB97M-V with the def2-TZVPD basis set",
  "de_lowest_kcal_mol": 37.9,
  "total_charge": 0,
  "mol_weight_g_mol": 116.182,
  "homo_lumo_gap_ev": 9.255,
  "e_lumo_ev": 0.4,
  "homo_ev": -8.814,
  "elements": ["C", "C", "S", "H", "H", "H", "H", "H", "H", "O", "H", "H", "O", "H", "H", "O", "H", "H"],
  "positions_angstrom": [[0.26, -0.03, 2.01], [-1.08, -0.54, 1.61], [-0.73, -2.24, 0.95], [-0.08, 0.80, 2.62], [0.94, 0.20, 1.23], [0.72, -0.70, 2.69], [-1.66, -0.81, 2.42], [-1.47, 0.15, 0.91], [0.51, -2.28, 0.57], [0.73, 2.23, -2.39], [1.59, 1.95, -2.07], [0.70, 3.15, -1.95], [3.18, 0.64, -1.28], [2.20, 0.72, -1.46], [3.47, 1.06, -0.44], [-2.08, 1.23, -1.13], [-2.10, 1.63, -2.00], [-2.85, 0.67, -0.95]]
}

No. 5
{
  "formula": "C4H15N2O",
  "method": "ωB97M-V with the def2-TZVPD basis set",
  "de_lowest_kcal_mol": 31.6,
  "total_charge": 1,
  "mol_weight_g_mol": 107.177,
  "homo_lumo_gap_ev": 10.436,
  "e_lumo_ev": -3.0,
  "homo_ev": -13.391,
  "elements": ["C", "N", "C", "C", "N", "C", "H", "H", "H", "H", "H", "H", "H", "H", "H", "H", "H", "H", "H", "H", "H", "O"],
  "positions_angstrom": [[-0.48, -0.26, -1.51], [-1.68, 0.19, -0.83], [-1.65, 1.64, -0.70], [0.71, -0.22, -0.54], [0.28, -0.53, 0.84], [-0.12, -1.99, 1.06], [-0.59, -1.28, -1.91], [-0.21, 0.32, -2.40], [-2.56, -0.04, -1.28], [-1.55, 2.16, -1.68], [-2.58, 2.13, -0.41], [-0.81, 2.04, -0.13], [1.47, -0.95, -0.79], [1.08, 0.80, -0.57], [-0.61, -0.09, 1.08], [1.05, -0.33, 1.52], [-1.19, -2.08, 0.89], [0.39, -2.62, 0.34], [0.09, -2.14, 2.11], [2.32, 1.43, 1.94], [3.79, 0.98, 1.56], [2.85, 0.86, 1.40]]
}

No. 6
{
  "formula": "C29H49BrN2OP2Pb",
  "method": "ωB97M-V with the def2-TZVPD basis set",
  "de_lowest_kcal_mol": 0.0,
  "total_charge": 4,
  "mol_weight_g_mol": 790.776,
  "homo_lumo_gap_ev": [4.627, 5.232],
  "e_lumo_ev": [-14.8, -14.5],
  "homo_ev": [-19.435, -19.683],
  "elements": ["N", "C", "C", "C", "C", "C", "C", "Pb", "P", "C", "C", "C", "C", "C", "C", "C", "Br", "H", "H", "H", "H", "H", "H", "H", "H", "H", "H", "P", "C", "C", "H", "H", "H", "H", "H", "C", "C", "H", "H", "H", "H", "H", "C", "C", "H", "H", "H", "H", "H", "C", "C", "H", "H", "H", "H", "H", "C", "C", "H", "H", "H", "H", "H", "C", "C", "H", "H", "H", "H", "H", "C", "N", "C", "C", "C", "O", "H", "H", "H", "H", "H", "H", "H", "H", "H"],
  "positions_angstrom": [[-5.16, -0.82, 3.11], [-4.19, -0.08, 3.65], [-3.27, 0.65, 2.87], [-3.45, 0.69, 1.47], [-4.44, -0.15, 0.91], [-5.29, -0.86, 1.78], [-2.60, 1.53, 0.64], [-0.22, -0.21, 0.16], [1.88, 0.66, -1.29], [-2.54, 1.35, -0.73], [-1.87, 2.27, -1.64], [-2.01, 2.12, -3.04], [-1.45, 3.06, -3.91], [-0.65, 4.09, -3.38], [-0.44, 4.21, -2.00], [-1.02, 3.28, -1.14], [0.17, 5.34, -4.56], [-2.09, 2.36, 1.14], [-3.11, 0.54, -1.21], [-2.42, 1.13, 3.33], [-4.55, -0.30, -0.16], [-4.11, -0.06, 4.74], [-6.08, -1.49, 1.36], [-2.57, 1.27, -3.42], [-0.80, 3.33, -0.07], [-1.62, 3.00, -4.98], [0.17, 5.02, -1.61], [-0.85, -2.93, -0.43], [2.51, 2.19, -0.51], [3.26, 3.17, -1.41], [3.12, 1.89, 0.36], [1.62, 2.70, -0.08], [3.59, 4.03, -0.80], [4.17, 2.72, -1.84], [2.63, 3.57, -2.21], [1.42, 1.03, -3.03], [2.53, 0.92, -4.08], [0.96, 2.03, -3.06], [0.61, 0.34, -3.29], [2.11, 1.15, -5.07], [3.35, 1.62, -3.90], [2.94, -0.10, -4.12], [3.17, -0.65, -1.27], [4.62, -0.18, -1.42], [2.91, -1.39, -2.05], [3.05, -1.18, -0.31], [5.28, -1.05, -1.37], [4.80, 0.31, -2.39], [4.90, 0.50, -0.61], [0.24, -4.13, 0.42], [1.74, -3.88, 0.22], [-0.04, -5.15, 0.08], [0.00, -4.07, 1.50], [2.32, -4.70, 0.66], [2.03, -3.82, -0.83], [2.07, -2.96, 0.73], [-0.61, -3.01, -2.25], [-1.45, -2.02, -3.06], [-0.81, -4.05, -2.56], [0.47, -2.81, -2.42], [-1.28, -2.18, -4.13], [-2.53, -2.15, -2.89], [-1.19, -0.97, -2.85], [-2.59, -3.34, -0.02], [-2.83, -3.40, 1.50], [-2.87, -4.29, -0.50], [-3.22, -2.54, -0.46], [-3.88, -3.62, 1.70], [-2.24, -4.18, 1.98], [-2.60, -2.44, 1.98], [1.98, 0.37, 5.43], [1.16, 0.86, 4.33], [0.47, 2.12, 4.52], [1.11, 0.24, 3.15], [1.78, -1.07, 2.92], [0.43, 0.81, 2.22], [1.92, 1.07, 6.27], [3.04, 0.27, 5.15], [1.65, -0.62, 5.79], [-0.07, 2.39, 3.61], [-0.24, 2.01, 5.35], [1.20, 2.90, 4.75], [1.04, -1.85, 2.70], [2.47, -0.99, 2.07], [2.36, -1.39, 3.79]]
}